C3H5NO2S | ωB97M-V/def2-TZVPD

The geometry in XYZ format:
```
12
Properties=species:S:1:pos:R:3:forces:R:3:lowdin_charge:R:1
S 1.0088 -1.9549 1.4328 -2.1 -0.2 0.9 0.7197
O 1.0958 -3.3567 1.7569 0.5 0.2 -0.5 -0.3406
O 1.5463 -0.9966 2.3617 0.3 0.0 -0.5 -0.3364
N -0.3224 2.1508 -1.4341 -0.1 0.3 -0.2 0.0412
C -0.4967 0.8495 -1.0097 0.1 0.0 0.0 -0.2842
C -0.1519 0.4221 0.1904 -0.7 -5.0 1.0 -0.0290
C -0.3461 -1.4813 0.5911 2.1 4.9 -0.9 -0.1400
H -0.1792 2.8256 -0.6984 0.0 0.1 -0.1 0.0909
H 0.2400 0.9346 1.0392 0.1 0.3 0.3 0.0551
H -0.5791 -2.0376 -0.2988 -0.2 -0.5 -0.1 0.0270
H -0.9387 2.4683 -2.1661 0.0 0.0 0.1 0.0853
H -0.8770 0.1762 -1.7651 0.0 -0.1 0.0 0.1111
```
Forces are in eV/Å.

Results
HOMO-LUMO gap (alpha / beta) ... 7.7888 / 7.7880 eV
E_LUMO (alpha / beta) ... -0.972 / -0.972 eV

C3H5NO2S | ωB97M-V/def2-TZVPD

The geometry in XYZ format:
```
12
Properties=species:S:1:pos:R:3:forces:R:3:lowdin_charge:R:1
S -1.1257 -0.7193 -2.7837 0.7 0.3 0.6 0.6646
O 0.8638 -1.4285 0.3971 5.0 3.8 -0.3 -0.0786
O 1.0679 1.2517 2.1436 -2.8 -0.2 -0.8 0.0220
N 0.3696 -0.3665 -0.4827 0.5 -1.5 -1.2 -0.2969
C -0.5495 0.3869 0.1988 -4.5 1.6 3.0 -0.1946
C 0.1428 -0.8901 -1.7808 -0.6 1.0 1.9 -0.6651
C -0.0559 1.2260 1.6861 -0.5 0.2 -2.5 -0.1589
H 1.8943 -0.9114 0.5949 -4.5 -2.8 -0.3 0.2438
H -1.5897 -0.2519 0.3692 2.4 1.3 0.4 0.1592
H -1.0076 1.9619 1.9592 2.3 -1.7 0.0 0.1487
H -1.0232 1.2089 -0.4190 1.2 -0.6 0.4 0.1062
H 1.0132 -1.4677 -1.8827 0.8 -1.3 -1.2 0.0497
```
Forces are in eV/Å.

Results
SMILES string ... O=CCN(O)C=S
HOMO-LUMO gap ... 8.9738 eV
E_LUMO ... -0.177 eV

C3H5NO2S | ωB97M-V/def2-TZVPD

The geometry in XYZ format:
```
12
Properties=species:S:1:pos:R:3:forces:R:3:lowdin_charge:R:1
S -1.6206 0.4811 0.3488 -1.2 -0.2 0.0 0.8734
O -2.2379 1.7560 0.5828 0.3 -0.2 -0.1 -0.3905
O -1.7534 -0.0858 -0.9641 -0.2 0.5 0.3 -0.4412
N 0.1920 -2.4397 -0.9957 2.8 -0.8 2.3 0.0790
C 1.3027 0.6637 1.4483 2.0 -1.4 1.1 -0.0843
C -0.6918 -2.2995 -1.6671 -1.5 0.3 -1.7 -0.1159
C 1.1855 0.9648 0.1806 2.5 -1.9 -0.2 -0.1129
H 2.0468 -0.0246 1.9287 -0.2 0.8 -1.2 0.0822
H 1.9187 0.5632 -0.5300 -0.5 0.2 0.1 0.0783
H 0.7298 1.0358 2.2296 -1.8 0.8 0.9 0.0243
H -1.4141 -2.0194 -2.3577 -1.0 0.0 -0.7 0.0422
H 0.3422 1.4043 -0.2042 -1.2 1.8 -1.0 -0.0347
```
Forces are in eV/Å.

Results
HOMO-LUMO gap ... 9.5285 eV
E_LUMO ... -0.988 eV

C3H5NO2S2 | ωB97M-V/def2-TZVPD

The geometry in XYZ format:
```
13
Properties=species:S:1:pos:R:3:forces:R:3:lowdin_charge:R:1
S -3.5201 -0.1629 -0.3556 0.1 0.0 0.0 0.7196
S 0.0077 1.7625 -0.4461 0.2 -0.2 0.1 0.9488
O -1.2070 -1.3206 -0.4948 0.1 0.2 0.2 -0.0210
O 2.6720 -1.0493 -0.1692 0.3 -0.3 0.0 -0.0376
N 1.4178 -0.4814 -0.0897 -0.5 1.3 -0.3 -0.1141
C -1.9213 -0.2705 -0.1055 0.2 0.2 0.1 -0.9623
C 1.4272 0.7478 -0.4627 -0.5 -1.1 0.4 -0.4607
C -1.1284 0.8225 0.6208 0.6 -1.2 -0.2 -0.4689
H 2.5253 -1.9612 0.1110 0.1 0.1 0.0 0.1029
H 2.3345 1.2060 -0.8188 0.3 0.2 -0.1 0.0861
H -0.5453 0.3602 1.4466 -0.3 0.4 -0.4 0.1011
H -0.2582 -1.2060 -0.2343 -0.2 0.0 -0.2 0.0594
H -1.8042 1.5527 0.9984 -0.5 0.5 0.3 0.0466
```
Forces are in eV/Å.

Results
SMILES string ... O/N=C/SCC(O)=S
HOMO-LUMO gap ... 9.0543 eV
E_LUMO ... 0.364 eV

C3H5NO2Si | ωB97M-V/def2-TZVPD

The geometry in XYZ format:
```
12
Properties=species:S:1:pos:R:3:forces:R:3:lowdin_charge:R:1
Si 1.1395 -1.1551 0.0095 0.6 0.5 -2.2 0.6189
O 0.4023 1.6697 0.1548 1.3 1.1 0.1 -0.0718
O -2.7501 -1.4097 0.1940 -0.5 -1.0 -0.1 0.1792
N -1.5183 0.5522 -0.1937 -0.7 -0.9 -0.2 0.1686
C -0.8719 1.7018 0.0200 -0.1 0.0 0.4 -0.1954
C 1.3388 0.7299 0.1059 -1.4 -2.2 -0.2 -0.2666
C -2.1341 -0.4510 0.0027 0.4 1.3 0.3 -0.3258
H 2.2554 -1.8745 -0.6965 0.7 0.7 0.9 -0.0830
H -1.3572 2.6280 0.2942 0.0 -0.2 -0.2 0.1376
H 2.3051 1.1259 0.0850 1.2 0.9 0.2 0.0249
H 0.8154 -1.8985 1.1819 -0.4 -0.3 1.0 -0.0990
H 0.3751 -1.6188 -1.1577 -1.2 0.2 0.2 -0.0875
```
Forces are in eV/Å.

Results
HOMO-LUMO gap (alpha / beta) ... 7.4778 / 8.0527 eV
E_LUMO (alpha / beta) ... -0.030 / 0.160 eV

C3H5NO3 | ωB97M-V/def2-TZVPD

The geometry in XYZ format:
```
12
Properties=species:S:1:pos:R:3:forces:R:3:lowdin_charge:R:1
O -1.8481 -1.6901 0.0360 -4.7 3.0 -1.2 -0.0055
O 1.7207 -1.2558 -0.6840 0.0 6.2 4.9 -0.0324
O -1.8070 0.9815 -0.6579 -5.3 3.4 -2.4 0.1505
N -0.8542 -0.8105 0.2046 3.0 -3.1 1.0 -0.0739
C -0.9083 0.4201 -0.2116 5.1 -2.0 1.9 -0.6173
C 0.4412 0.8484 0.2376 4.5 2.1 -3.2 -0.0714
C 1.6839 -0.1502 0.0484 1.2 -0.5 -4.1 -0.1202
H 1.0477 1.7655 -0.3267 -2.1 -2.0 0.7 0.1818
H 0.1011 -1.2216 0.0921 -1.7 -0.5 0.1 0.1132
H 0.3732 1.2912 1.1734 0.1 0.4 2.2 0.0929
H -2.5783 -0.8640 -0.1558 1.5 -3.7 0.3 0.2090
H 2.6281 0.6856 0.2438 -1.6 -3.3 -0.2 0.1733
```
Forces are in eV/Å.

Results
SMILES string ... O=CCC(=O)NO
HOMO-LUMO gap ... 8.8004 eV
E_LUMO ... -0.516 eV

C3H5NO3 | ωB97M-V/def2-TZVPD

The geometry in XYZ format:
```
12
Properties=species:S:1:pos:R:3:forces:R:3:lowdin_charge:R:1
O 1.6848 -1.0694 -0.4406 -0.5 -0.1 -0.2 0.0568
O -1.3942 1.6544 1.2856 0.2 -0.2 -0.2 0.0593
O -0.5603 -1.0941 -0.7444 0.1 0.0 -0.1 -0.0040
N 0.4555 1.4980 -0.0265 0.1 0.0 0.1 0.1794
C -0.6116 0.9825 0.6406 -0.1 0.2 0.1 -0.5088
C 0.7025 -1.3156 -1.0988 0.3 -0.1 0.1 -0.3407
C -0.8183 -0.5297 0.5510 -0.1 0.0 0.2 -0.0642
H -0.2062 -1.0304 1.3076 0.0 0.1 -0.1 0.1400
H -1.8730 -0.7189 0.7529 0.2 0.0 -0.1 0.1370
H 0.6522 2.4749 0.1325 -0.1 -0.1 0.0 0.1166
H 1.2419 0.9039 -0.2558 -0.2 0.1 0.1 0.0766
H 0.7268 -1.7556 -2.1041 0.0 0.0 0.1 0.1520
```
Forces are in eV/Å.

Results
SMILES string ... NC(=O)COC=O
HOMO-LUMO gap ... 10.8985 eV
E_LUMO ... 0.767 eV

C3H5NO3 | ωB97M-V/def2-TZVPD

The geometry in XYZ format:
```
12
Properties=species:S:1:pos:R:3:forces:R:3:lowdin_charge:R:1
O -0.6578 0.5026 -1.3621 0.1 0.1 0.0 -0.0304
O 1.3179 0.4934 -0.2218 0.0 0.1 -0.1 -0.0575
O -1.9303 0.2497 1.0281 0.6 0.0 -0.3 0.1223
N -0.2059 -1.1705 -0.0853 -0.1 -0.2 0.0 0.1906
C 0.4232 -0.1816 -1.1007 0.1 -0.3 -0.2 -0.4790
C 0.4274 1.0230 0.7449 -0.1 0.1 0.2 -0.0988
C -0.8565 0.2322 0.5190 -0.4 0.0 0.5 -0.4056
H 0.2184 2.0844 0.5913 0.0 -0.1 0.0 0.1412
H 1.0069 -0.6473 -1.9004 -0.1 0.0 0.1 0.1620
H 0.3896 -1.7257 0.5307 -0.1 0.1 -0.1 0.1574
H -0.9654 -1.7137 -0.4916 0.1 0.1 0.0 0.1590
H 0.8324 0.8535 1.7479 -0.1 0.0 -0.1 0.1388
```
Forces are in eV/Å.

Results
HOMO-LUMO gap ... 10.4599 eV
E_LUMO ... 0.543 eV

C3H5NO3 | ωB97M-V/def2-TZVPD

The geometry in XYZ format:
```
12
Properties=species:S:1:pos:R:3:forces:R:3:lowdin_charge:R:1
O 1.3232 0.4665 -0.3000 0.0 0.1 -0.1 -0.0209
O -1.7718 0.1806 1.4596 0.5 -0.2 -0.1 0.1096
O -0.2307 0.6595 -1.9187 0.5 -0.3 0.2 0.0782
N -0.4555 -1.4505 0.4267 -0.1 -0.1 0.0 0.1248
C 0.8814 0.3677 -1.5550 -0.3 0.0 -0.2 -0.3454
C -0.7785 -0.1312 0.8514 -0.3 0.2 0.3 -0.4713
C 0.3333 0.8842 0.6330 -0.1 0.2 0.1 -0.0971
H -0.0955 1.8437 0.3424 0.0 -0.1 0.1 0.1382
H -0.8024 -2.1090 1.1070 -0.3 -0.1 0.2 0.0903
H -0.9408 -1.6637 -0.4365 0.2 0.1 -0.3 0.0979
H 0.8582 0.9825 1.5876 -0.1 0.0 -0.1 0.1452
H 1.6792 -0.0304 -2.1974 -0.1 0.1 0.0 0.1506
```
Forces are in eV/Å.

Results
SMILES string ... NC(=O)COC=O
HOMO-LUMO gap ... 11.0398 eV
E_LUMO ... 0.804 eV

C3H5NO3 | ωB97M-V/def2-TZVPD

The geometry in XYZ format:
```
12
Properties=species:S:1:pos:R:3:forces:R:3:lowdin_charge:R:1
O 1.3841 1.7400 1.8482 0.5 -1.5 -0.8 0.0885
O -0.1903 0.7490 0.4623 0.1 -0.7 -0.6 0.0427
O 0.1504 -1.0822 -0.8218 0.9 -0.1 -0.4 0.0406
N 1.3985 0.7263 1.2000 -2.0 3.3 1.3 -0.1822
C 2.1075 -0.2668 0.9299 0.8 -0.5 -1.0 0.1130
C -1.9814 -0.1773 -0.9438 -1.5 0.3 -1.5 -0.0083
C -0.5494 -0.1663 -0.4532 -0.5 -1.4 0.7 -0.5586
H -2.2682 -0.9122 -1.7947 1.1 0.0 2.2 0.1183
H -2.7660 -0.1438 -0.1468 0.8 0.1 -0.7 0.0970
H 1.6369 -0.8887 0.1962 0.2 -0.8 -0.2 0.0621
H 3.1659 -0.2231 1.1625 -0.2 0.0 0.4 0.1208
H -2.0879 0.6451 -1.6388 -0.2 1.3 0.5 0.0662
```
Forces are in eV/Å.

Results
HOMO-LUMO gap ... 9.8241 eV
E_LUMO ... -0.408 eV

C3H5NO3 | ωB97M-V/def2-TZVPD

The geometry in XYZ format:
```
12
Properties=species:S:1:pos:R:3:forces:R:3:lowdin_charge:R:1
O -2.7968 -0.3042 0.1107 0.0 0.0 -0.1 0.1614
O -0.7590 -0.1618 -0.9963 0.3 0.0 0.1 0.0617
O 1.1290 -1.4740 -0.0524 0.0 -0.1 -0.1 0.1105
N -0.6644 -0.5283 1.0889 -0.3 -0.1 0.2 0.1950
C 0.4194 -0.3572 0.1697 -0.6 0.4 -0.4 -0.5182
C 1.2023 0.9273 0.2325 -0.2 -0.2 -0.1 0.0141
C -1.4794 -0.3476 0.1056 0.8 0.0 0.2 -0.5666
H 1.8425 0.8834 1.1139 0.0 0.0 0.0 0.0983
H 1.8735 -1.2896 -0.6410 -0.1 0.0 0.1 0.1249
H 1.8143 1.0507 -0.6612 0.0 0.0 0.0 0.0909
H -3.1061 -0.1693 -0.7962 0.1 0.0 0.1 0.1335
H 0.5245 1.7707 0.3258 0.0 0.0 0.0 0.0945
```
Forces are in eV/Å.

Results
HOMO-LUMO gap ... 10.3199 eV
E_LUMO ... 0.589 eV

C3H5NO3 | ωB97M-V/def2-TZVPD

The geometry in XYZ format:
```
12
Properties=species:S:1:pos:R:3:forces:R:3:lowdin_charge:R:1
O 0.6146 -1.9814 1.4370 -0.4 0.4 -0.1 0.1476
O -0.7072 1.0436 0.2996 0.0 0.0 0.0 -0.0383
O -0.6454 -1.1462 -0.2485 0.1 -0.1 0.1 0.0821
N 0.6836 0.2757 -1.3990 0.0 0.1 -0.2 0.1207
C 0.0744 -1.0564 0.9091 0.2 -0.3 0.4 -0.4423
C -0.6097 0.1662 -0.7837 -0.1 0.0 -0.2 -0.4373
C -0.0006 0.4029 1.3477 0.1 -0.1 0.2 -0.0714
H -0.5749 0.4873 2.2744 0.1 0.0 -0.1 0.1410
H -1.4897 0.3142 -1.4187 0.2 -0.1 0.1 0.1652
H 0.8304 -0.4921 -2.0456 0.0 0.1 0.0 0.1000
H 0.9982 0.8231 1.4930 -0.1 -0.1 0.0 0.1379
H 0.8262 1.1631 -1.8654 -0.1 0.0 0.0 0.0947
```
Forces are in eV/Å.

Results
SMILES string ... N[C@@H]1OCC(=O)O1
HOMO-LUMO gap ... 11.3007 eV
E_LUMO ... 0.774 eV